Computed, not measured: a single CH3NOP2S molecule, with ωB97M-V/def2-TZVPD.

Element x y z (Å)
C 1.501 -0.487 -0.743
N 1.491 0.701 -1.208
S 1.067 2.206 -0.672
P 0.446 2.203 1.487
O 0.651 0.480 1.729
P 0.604 -0.895 0.874
H 1.712 -1.268 -1.361
H -1.014 2.297 1.420
H -0.546 -0.618 -0.086

Summary:
- LUMO: -0.3 eV
- Spin multiplicity: 1
- Net charge: 0
- SMILES: c1ns[pH]o[pH]1
- Energy above the lowest of the compared OMol25 structures with the same formula, charge and spin: 51.0 kcal/mol

***

Computed, not measured: a single CH3NOS molecule, with ωB97M-V/def2-TZVPD.

Element x y z (Å)
C 0.490 -0.879 -0.542
N 0.306 -0.495 0.646
O -1.539 1.401 -0.205
S -0.772 0.714 1.155
H 1.251 -1.673 -0.703
H -0.109 -0.462 -1.277
H 0.374 1.394 0.926

Summary:
- LUMO: 0.2 eV
- Spin multiplicity: 1
- Net charge: 0
- Energy above the lowest of the compared OMol25 structures with the same formula, charge and spin: 86.7 kcal/mol

***

Computed, not measured: a single CH3NOS2 molecule, with ωB97M-V/def2-TZVPD.

Element x y z (Å)
C 0.210 -0.054 0.151
N 1.016 -2.199 1.162
O 1.401 -4.540 1.395
S 0.786 -0.527 1.824
S 1.466 -3.314 2.135
H 0.193 0.995 -0.102
H -0.889 -0.313 -0.071
H 0.994 -0.482 -0.527

Summary:
- LUMO: -0.8 eV
- Spin multiplicity: 1
- Net charge: 0
- Energy above the lowest of the compared OMol25 structures with the same formula, charge and spin: 30.4 kcal/mol

***

Computed, not measured: a single CH3NOS2 molecule, with ωB97M-V/def2-TZVPD.

Element x y z (Å)
N -1.212 0.709 -0.193
S -1.666 -0.699 0.364
S 0.657 -1.607 1.104
C 1.508 -0.519 0.171
O 2.683 -0.472 0.048
H -1.239 0.849 -1.281
H -1.442 1.612 0.160
H 0.710 0.126 -0.373

Summary:
- LUMO: -1.3 eV
- Spin multiplicity: 1
- Net charge: 0
- SMILES: NSSC=O
- Energy above the lowest of the compared OMol25 structures with the same formula, charge and spin: 30.3 kcal/mol

***

Computed, not measured: a 2-piece molecular cluster, CH3O2Si overall, with ωB97M-V/def2-TZVPD.

Element x y z (Å)
C -2.292 0.040 -0.865
O -1.099 0.190 -0.915
O -3.137 0.551 -1.570
Si 2.613 -0.047 1.574
H -2.784 -0.866 -0.173
H 3.905 -0.681 1.477
H 2.795 0.813 0.472

Summary:
- LUMO: 1.6 eV
- Spin multiplicity: 1
- Net charge: -1
- Energy above the lowest of the compared OMol25 structures with the same formula, charge and spin: 61.7 kcal/mol

***

Computed, not measured: a 2-piece molecular cluster, CH3O3 overall, with ωB97M-V/def2-TZVPD.

Element x y z (Å)
O 0.310 -1.498 0.286
C 0.882 -0.581 0.903
O 0.977 0.634 0.602
H 1.364 -0.851 1.884
H -1.542 0.351 -1.804
H -0.722 0.810 -0.563
O -1.269 1.135 -1.307

Summary:
- LUMO: 4.6 eV
- Spin multiplicity: 1
- Net charge: -1
- Energy above the lowest of the compared OMol25 structures with the same formula, charge and spin: 3.9 kcal/mol

***

Number 1: E_HOMO -0.32358 hartree, Kohn-Sham gap 8.52 eV, M 139.1 g mol⁻¹. Number 2: E_HOMO -0.35677 hartree, Kohn-Sham gap 9.91 eV, M 77.1 g mol⁻¹. Number 3: E_HOMO -0.33128 hartree, Kohn-Sham gap 8.24 eV, M 109.2 g mol⁻¹. Number 4: E_HOMO -0.34167 hartree, Kohn-Sham gap 7.99 eV, M 109.2 g mol⁻¹. Number 5: E_HOMO -0.13358 hartree, Kohn-Sham gap 5.26 eV, M 75.1 g mol⁻¹. Number 6: E_HOMO -0.15716 hartree, Kohn-Sham gap 8.84 eV, M 63.0 g mol⁻¹.